Entry 1:
{
  "formula": "C34H48FNO23S2",
  "method": "ωB97M-V/def2-TZVPD",
  "multiplicity": 1,
  "lumo_energy_ev": 0.235,
  "molar_mass_g_mol": 921.874,
  "smiles": "O=S(=O)(F)N(S)c1ccccc1.C[C@@H]1COC(=O)O1.C[C@@H]1COC(=O)O1.C[C@@H]1COC(=O)O1.C[C@@H]1COC(=O)O1.C[C@@H]1COC(=O)O1.C[C@@H]1COC(=O)O1.C[C@@H]1COC(=O)O1",
  "elements": ["O", "S", "O", "F", "N", "S", "C", "C", "C", "C", "C", "C", "H", "H", "H", "H", "H", "H", "C", "C", "C", "O", "C", "O", "O", "H", "H", "H", "H", "H", "H", "C", "C", "C", "O", "C", "O", "O", "H", "H", "H", "H", "H", "H", "C", "C", "C", "O", "C", "O", "O", "H", "H", "H", "H", "H", "H", "C", "C", "C", "O", "C", "O", "O", "H", "H", "H", "H", "H", "H", "C", "C", "C", "O", "C", "O", "O", "H", "H", "H", "H", "H", "H", "C", "C", "C", "O", "C", "O", "O", "H", "H", "H", "H", "H", "H", "C", "C", "C", "O", "C", "O", "O", "H", "H", "H", "H", "H", "H"],
  "coordinates": [[-2.382, -1.935, -0.302], [-1.332, -2.103, -1.243], [-1.602, -1.450, -2.476], [-1.138, -3.643, -1.410], [0.053, -1.435, -0.545], [0.433, 0.144, -1.239], [1.235, -2.285, -0.611], [2.014, -2.324, 0.526], [3.169, -3.063, 0.560], [3.562, -3.807, -0.539], [2.778, -3.761, -1.669], [1.638, -2.997, -1.719], [1.718, 0.247, -0.757], [1.728, -1.773, 1.418], [3.767, -3.049, 1.468], [4.474, -4.390, -0.469], [3.087, -4.348, -2.530], [1.034, -2.937, -2.624], [-5.865, -1.469, -0.224], [-6.345, -0.748, 1.010], [-5.445, -0.919, 2.204], [-6.366, -0.775, 3.295], [-7.589, -1.161, 2.841], [-8.535, -1.348, 3.535], [-7.580, -1.306, 1.491], [-6.568, -1.327, -1.045], [-4.887, -1.104, -0.538], [-5.803, -2.544, -0.048], [-6.518, 0.309, 0.787], [-4.664, -0.164, 2.255], [-4.988, -1.910, 2.261], [-6.796, 5.394, -1.038], [-7.094, 4.173, -1.873], [-7.787, 3.059, -1.134], [-7.337, 1.892, -1.852], [-6.124, 2.204, -2.388], [-5.378, 1.417, -2.879], [-5.877, 3.531, -2.285], [-6.270, 6.139, -1.637], [-7.708, 5.839, -0.651], [-6.141, 5.142, -0.204], [-7.648, 4.454, -2.772], [-8.861, 3.137, -1.167], [-7.467, 2.966, -0.091], [-1.905, 5.339, -2.122], [-2.346, 6.085, -0.886], [-1.436, 5.904, 0.303], [-2.337, 6.082, 1.400], [-3.573, 5.724, 0.965], [-4.515, 5.569, 1.672], [-3.585, 5.565, -0.384], [-2.617, 5.493, -2.933], [-0.922, 5.677, -2.451], [-1.869, 4.265, -1.935], [-2.494, 7.144, -1.117], [-0.635, 6.640, 0.338], [-1.006, 4.901, 0.365], [5.928, -0.252, -3.248], [5.524, 0.584, -2.059], [6.321, 0.313, -0.809], [5.382, 0.651, 0.223], [4.149, 0.456, -0.287], [3.143, 0.450, 0.360], [4.193, 0.260, -1.622], [5.296, -0.023, -4.106], [6.967, -0.066, -3.520], [5.800, -1.315, -3.036], [5.543, 1.645, -2.321], [7.215, 0.929, -0.735], [6.600, -0.737, -0.694], [8.369, -6.262, 3.690], [7.646, -5.319, 2.762], [6.312, -5.824, 2.276], [6.185, -5.168, 1.005], [7.442, -4.934, 0.550], [7.702, -4.581, -0.556], [8.360, -5.158, 1.522], [9.332, -5.846, 3.981], [7.783, -6.448, 4.591], [8.574, -7.211, 3.199], [7.551, -4.332, 3.225], [5.491, -5.549, 2.936], [6.292, -6.904, 2.112], [12.905, -6.110, -0.273], [12.440, -7.054, 0.808], [10.941, -7.162, 0.931], [10.776, -7.500, 2.317], [11.846, -6.988, 2.980], [11.929, -6.915, 4.163], [12.801, -6.569, 2.112], [13.994, -6.061, -0.291], [12.555, -6.436, -1.252], [12.546, -5.097, -0.085], [12.901, -8.037, 0.675], [10.521, -7.938, 0.293], [10.423, -6.222, 0.738], [-11.315, 8.855, 0.553], [-11.593, 7.638, -0.295], [-12.275, 6.511, 0.439], [-11.820, 5.362, -0.287], [-10.619, 5.680, -0.825], [-9.876, 4.895, -1.324], [-10.372, 7.007, -0.716], [-10.802, 9.617, -0.033], [-12.241, 9.278, 0.941], [-10.660, 8.604, 1.388], [-12.150, 7.923, -1.192], [-13.360, 6.582, 0.409], [-11.950, 6.416, 1.478]],
  "atomic_forces_ev_per_a": [[0.1790, -0.9224, 0.8737], [-2.2078, 2.9685, 0.4507], [0.8984, -1.0152, -0.9393], [0.7048, 0.4738, 0.0142], [0.8758, -1.7694, -0.6401], [-0.1126, 0.6534, -0.4750], [0.0299, 0.0723, 0.7843], [-0.3299, 0.3804, 0.8454], [0.5972, -0.2203, 0.3262], [0.3067, 0.1440, 0.5777], [0.5887, -0.7342, -0.7393], [-0.8293, 0.3633, -0.7377], [-0.8517, -0.4275, 0.1327], [-0.1388, 0.0310, -0.2764], [-0.0430, -0.0910, -0.1462], [-0.1568, -0.0095, -0.2593], [-0.1767, 0.1581, 0.0107], [0.2284, -0.1008, 0.0603], [-0.3845, -0.1771, -0.2581], [0.4008, -0.2949, -0.6940], [0.1441, 0.2187, 0.1922], [-0.1585, -0.1243, -0.1160], [-0.1026, -0.0364, 0.0038], [0.0238, 0.0194, 0.0094], [0.0898, 0.1857, 0.4624], [0.0692, 0.1354, -0.0138], [-0.0169, 0.0398, 0.0441], [0.1101, 0.0421, 0.1515], [-0.0073, 0.0054, 0.0929], [-0.0909, 0.0464, 0.1639], [-0.0538, -0.0188, -0.1303], [0.4611, 0.0591, -0.0310], [-0.1668, 0.6263, 0.4530], [-0.1161, -0.4185, 0.0048], [0.5048, 0.2476, -0.0211], [-0.0694, -0.1138, 0.0262], [-0.0372, -0.0477, 0.0186], [-0.0342, -0.3391, -0.1407], [-0.0635, 0.0115, -0.0097], [-0.0677, -0.0574, -0.0877], [-0.0888, -0.0688, 0.0256], [-0.0475, -0.1257, 0.0043], [-0.0218, -0.2851, -0.1270], [0.1447, 0.1415, -0.0444], [-0.3387, -0.1920, -0.1372], [0.3393, -0.3095, -0.6153], [0.2104, 0.1928, 0.1287], [-0.1545, -0.0925, -0.1164], [-0.1212, -0.0537, 0.0254], [0.0088, 0.0128, -0.0026], [0.1549, 0.2086, 0.4407], [0.0517, 0.0558, -0.0078], [-0.0130, 0.0558, 0.0495], [0.0633, 0.0333, 0.0911], [0.0015, 0.0171, 0.1233], [-0.0936, 0.0563, 0.1742], [-0.0638, -0.0237, -0.1317], [-0.3912, -0.1858, -0.1490], [0.3960, -0.3056, -0.5559], [0.2619, 0.1252, 0.1150], [-0.1909, -0.0963, -0.0775], [0.0446, -0.0795, 0.0593], [0.3688, 0.1753, 0.0508], [-0.0255, 0.1743, 0.3566], [0.0706, 0.0759, -0.0082], [-0.0078, 0.0541, 0.0491], [0.0901, 0.0261, 0.1139], [-0.0323, 0.0180, 0.1174], [-0.1069, 0.0875, 0.1817], [-0.0703, -0.0249, -0.1203], [0.2497, 0.0470, -0.0957], [0.1605, -0.4448, 0.6364], [-0.3071, 0.0922, 0.0815], [0.2932, -0.0419, 0.0248], [0.0378, 0.0331, -0.0677], [-0.0101, 0.0276, -0.0099], [-0.3309, 0.1443, -0.2145], [-0.0484, -0.0114, 0.1067], [-0.0498, 0.1029, -0.0224], [-0.1307, -0.0115, 0.0013], [-0.0669, 0.0345, -0.1158], [-0.0713, 0.1051, -0.1743], [0.1332, 0.0029, 0.0479], [0.3021, 0.2470, 0.1899], [0.1210, 0.2899, -0.5568], [-0.2123, -0.2228, -0.1350], [0.3605, 0.0972, -0.1541], [0.0910, 0.0116, 0.1531], [-0.0617, 0.0189, -0.0124], [-0.2777, -0.2273, 0.1477], [-0.0173, -0.0833, -0.0605], [-0.0201, -0.0531, 0.0362], [-0.1364, -0.0632, -0.0039], [-0.0652, -0.0284, 0.0800], [-0.0482, -0.0916, 0.1839], [0.1170, 0.0475, -0.0245], [0.4182, 0.0890, -0.0785], [-0.0463, 0.5550, 0.4189], [-0.3061, -0.0901, -0.0006], [0.2076, 0.0988, -0.0250], [0.0208, -0.0482, -0.0455], [-0.4435, 0.3754, -0.0283], [-0.1548, -0.3272, -0.0934], [-0.0989, 0.0226, -0.0195], [-0.0282, -0.0436, -0.0478], [-0.0988, -0.0926, 0.0309], [-0.0083, -0.1157, -0.0176], [0.0166, -0.1859, -0.1072], [0.0742, 0.1090, -0.0249]],
  "lowdin_charge": [-0.26, 0.54, -0.28, -0.11, -0.48, 0.84, -0.37, -0.05, -0.08, -0.07, -0.07, -0.05, -0.12, 0.13, 0.11, 0.09, 0.11, 0.12, -0.01, -0.33, -0.09, 0.06, -0.56, 0.16, 0.09, 0.09, 0.08, 0.09, 0.15, 0.14, 0.14, -0.01, -0.33, -0.10, 0.05, -0.56, 0.15, 0.08, 0.09, 0.07, 0.07, 0.16, 0.11, 0.14, -0.02, -0.33, -0.10, 0.07, -0.55, 0.16, 0.07, 0.09, 0.09, 0.09, 0.16, 0.14, 0.14, -0.02, -0.32, -0.08, 0.08, -0.55, 0.11, 0.09, 0.09, 0.09, 0.09, 0.16, 0.14, 0.14, -0.01, -0.32, -0.08, 0.04, -0.56, 0.16, 0.07, 0.09, 0.10, 0.09, 0.16, 0.14, 0.14, -0.02, -0.33, -0.09, 0.03, -0.56, 0.16, 0.09, 0.09, 0.09, 0.09, 0.16, 0.14, 0.13, -0.02, -0.33, -0.09, 0.08, -0.53, 0.15, 0.09, 0.09, 0.09, 0.09, 0.16, 0.14, 0.14]
}

---

Entry 2:
{
  "formula": "C19H21NO3",
  "method": "ωB97M-V/def2-TZVPD",
  "multiplicity": 1,
  "lumo_energy_ev": 0.393,
  "e_above_lowest_kcal_mol": 11.4,
  "molar_mass_g_mol": 311.381,
  "smiles": "CC(=O)c1ccc(NC(=O)CCOc2cc(C)ccc2C)cc1",
  "elements": ["C", "C", "O", "C", "C", "C", "C", "N", "C", "O", "C", "C", "O", "C", "C", "C", "C", "C", "C", "C", "C", "C", "C", "H", "H", "H", "H", "H", "H", "H", "H", "H", "H", "H", "H", "H", "H", "H", "H", "H", "H", "H", "H", "H"],
  "coordinates": [[-6.733, -0.934, 0.728], [-5.601, -1.428, -0.141], [-5.680, -2.476, -0.746], [-4.391, -0.578, -0.222], [-3.337, -1.019, -1.028], [-2.181, -0.285, -1.145], [-2.038, 0.921, -0.453], [-0.843, 1.613, -0.605], [-0.430, 2.765, -0.006], [-1.089, 3.431, 0.759], [0.988, 3.145, -0.418], [2.020, 2.137, 0.089], [1.818, 0.900, -0.574], [2.685, -0.119, -0.192], [4.024, -0.063, -0.552], [4.892, -1.093, -0.226], [6.341, -1.027, -0.603], [4.390, -2.182, 0.475], [3.057, -2.236, 0.834], [2.178, -1.209, 0.515], [0.732, -1.280, 0.903], [-3.087, 1.374, 0.347], [-4.244, 0.631, 0.458], [-7.086, 0.032, 0.372], [-7.550, -1.650, 0.691], [-6.396, -0.826, 1.757], [-3.456, -1.953, -1.557], [-1.375, -0.634, -1.775], [-0.133, 1.126, -1.142], [1.213, 4.125, 0.003], [1.047, 3.199, -1.507], [3.032, 2.516, -0.108], [1.913, 2.001, 1.175], [4.384, 0.792, -1.107], [6.504, -0.310, -1.404], [6.698, -2.003, -0.925], [6.937, -0.720, 0.256], [5.049, -2.995, 0.739], [2.685, -3.091, 1.380], [0.599, -1.942, 1.756], [0.137, -1.669, 0.078], [0.346, -0.296, 1.156], [-2.982, 2.305, 0.878], [-5.036, 1.006, 1.087]],
  "atomic_forces_ev_per_a": [[-0.1120, -0.2830, -0.1203], [-0.3046, -0.0108, 0.1465], [-0.0060, 0.0369, 0.0242], [0.4712, 0.0992, -0.1769], [-0.1263, 0.0316, 0.0911], [0.0028, 0.0809, 0.0409], [-0.4495, -0.0692, 0.1438], [0.0989, -0.3166, -0.3565], [0.4674, 0.2151, -0.2290], [-0.1756, 0.1220, 0.2024], [0.0776, -0.2472, 0.2067], [0.0904, 0.4572, 0.1865], [0.2157, -0.3657, -0.1334], [0.0438, -0.2000, 0.1249], [-0.1581, 0.0719, -0.0197], [-0.0765, -0.0077, 0.0189], [0.0174, 0.0149, 0.0728], [0.0165, 0.0144, -0.0316], [0.0579, 0.0782, -0.0322], [-0.0692, 0.2730, -0.0612], [0.0303, 0.0475, -0.0599], [0.1785, 0.2697, 0.0973], [-0.0750, -0.3945, -0.2070], [-0.0242, 0.1267, 0.0357], [0.0200, -0.0062, -0.0139], [0.0092, 0.0851, 0.1022], [-0.0019, -0.0574, -0.0369], [0.0797, -0.0442, -0.0709], [-0.1086, 0.1445, 0.1676], [-0.0796, -0.0586, -0.0289], [0.0498, 0.0443, -0.0218], [-0.1360, -0.0793, 0.0327], [0.0338, -0.0191, -0.1136], [0.0298, 0.0908, -0.0905], [0.0692, 0.0270, -0.0595], [0.0774, -0.0304, -0.0464], [0.1016, 0.0187, -0.0040], [0.0754, -0.0986, 0.0197], [-0.0542, -0.0822, 0.0631], [-0.0445, -0.0393, 0.0424], [-0.1273, -0.0002, -0.0063], [-0.0997, 0.0193, 0.0330], [0.0078, 0.0089, 0.0029], [-0.0935, 0.0322, 0.0651]],
  "lowdin_charge": [-0.02, -0.41, 0.08, -0.17, -0.01, -0.02, -0.21, 0.14, -0.46, 0.08, -0.06, -0.18, -0.10, -0.22, 0.03, -0.28, -0.05, -0.05, -0.03, -0.20, -0.02, 0.01, -0.02, 0.09, 0.08, 0.09, 0.12, 0.11, 0.13, 0.13, 0.13, 0.12, 0.14, 0.12, 0.07, 0.08, 0.08, 0.11, 0.11, 0.08, 0.08, 0.07, 0.10, 0.11]
}

---

Entry 3:
{
  "formula": "C20H30N5O2",
  "method": "ωB97M-V/def2-TZVPD",
  "multiplicity": 1,
  "lumo_energy_ev": -2.077,
  "molar_mass_g_mol": 372.493,
  "smiles": "C=CCN(CCCC(=O)O)c1nc(C)n(CCc2ccccc2)[n+]1CNC",
  "charge": 1,
  "elements": ["C", "C", "C", "N", "C", "C", "C", "C", "O", "O", "C", "N", "C", "C", "N", "C", "C", "C", "C", "C", "C", "C", "C", "N", "C", "N", "C", "H", "H", "H", "H", "H", "H", "H", "H", "H", "H", "H", "H", "H", "H", "H", "H", "H", "H", "H", "H", "H", "H", "H", "H", "H", "H", "H", "H", "H", "H"],
  "coordinates": [[1.341, 4.035, -1.275], [1.772, 2.785, -1.326], [1.751, 1.831, -0.133], [1.705, 0.436, -0.505], [3.002, -0.297, -0.482], [4.148, 0.489, -1.137], [5.407, -0.391, -1.269], [6.016, -0.747, 0.072], [5.417, -1.219, 1.009], [7.387, -0.518, 0.173], [0.624, -0.275, -0.798], [0.593, -1.564, -1.092], [-0.655, -1.954, -1.299], [-1.053, -3.330, -1.662], [-1.440, -0.883, -1.126], [-2.898, -1.000, -1.243], [-3.599, -1.807, -0.118], [-3.200, -1.463, 1.307], [-1.914, -1.492, 1.812], [-1.674, -1.174, 3.117], [-2.688, -0.846, 3.974], [-3.979, -0.835, 3.504], [-4.204, -1.130, 2.182], [-0.666, 0.188, -0.847], [-1.326, 1.469, -0.677], [-1.935, 1.553, 0.672], [-3.049, 2.532, 0.612], [0.697, 4.441, -0.500], [1.604, 4.692, -2.097], [2.135, 2.348, -2.251], [2.641, 2.067, 0.449], [0.915, 2.134, 0.508], [2.933, -1.247, -1.005], [3.225, -0.462, 0.572], [4.444, 1.339, -0.513], [3.870, 0.910, -2.104], [6.156, 0.132, -1.861], [5.139, -1.323, -1.778], [7.819, -1.363, -0.014], [-0.452, -3.619, -2.526], [-2.091, -3.419, -1.970], [-0.865, -4.011, -0.832], [-3.418, -0.049, -1.331], [-3.096, -1.536, -2.172], [-3.517, -2.888, -0.253], [-4.658, -1.563, -0.218], [-1.086, -1.764, 1.167], [-0.670, -1.163, 3.529], [-2.514, -0.600, 5.014], [-4.831, -0.611, 4.132], [-5.226, -1.133, 1.813], [-2.144, 1.618, -1.381], [-0.670, 2.326, -0.804], [-1.230, 2.035, 1.227], [-2.769, 3.420, 0.026], [-3.338, 2.867, 1.605], [-3.886, 2.029, 0.122]],
  "atomic_forces_ev_per_a": [[-0.0186, 0.0896, -0.6047], [-0.2730, -0.6230, 0.4109], [-0.8913, 1.1705, -0.5529], [1.0127, -0.6682, -0.2372], [0.2660, 0.6643, 0.0918], [0.3154, 0.0455, 0.6706], [-0.2484, 0.4224, -0.0259], [0.2066, -0.7196, 1.0637], [0.2704, 0.5797, -1.0143], [-0.7401, -0.1605, -0.5758], [-1.5678, 0.7193, -0.0340], [1.4126, -1.5702, -0.1637], [0.6540, 1.8561, 0.4631], [-0.0881, -0.0332, -0.3794], [-1.4059, -2.1370, -0.8664], [-0.9015, -0.3274, 0.3485], [0.4361, 0.4187, 0.4179], [-0.1163, -0.0430, -0.4713], [0.3917, -0.3831, -1.0331], [1.2228, 0.1258, 0.7821], [-0.6987, 0.3251, 0.8782], [-0.4144, 0.1027, 0.1677], [-1.2446, -0.0029, -0.3313], [0.1289, 1.1357, -0.0417], [-0.8244, 0.7165, 1.4058], [0.2777, 1.0207, -0.3876], [0.2271, -0.3467, -0.4141], [0.5203, 0.0288, 0.3359], [-0.4660, 0.0203, -0.0458], [0.5344, 0.3263, 0.1047], [0.0890, -0.5583, 0.0662], [0.0505, -0.3530, 0.1443], [-0.4683, -0.0032, 0.1920], [0.1805, -0.2934, -0.1482], [-0.1786, 0.0478, -0.0760], [-0.0281, -0.2999, -0.0882], [-0.0369, -0.1064, -0.0209], [0.1867, -0.0197, 0.0488], [0.2587, 0.0738, 0.2564], [0.1344, -0.1292, 0.2145], [-0.0573, 0.0974, 0.1514], [0.0698, 0.0230, -0.0544], [0.5366, 0.2258, 0.0650], [0.1417, 0.2397, -0.1420], [0.1964, 0.0777, -0.2489], [0.0281, -0.1606, -0.0914], [0.0779, -0.0323, 0.1679], [0.0922, -0.1541, -0.2740], [0.2334, -0.0479, -0.0434], [0.1368, 0.0563, 0.1422], [0.0147, 0.0654, 0.0643], [0.2679, -0.4916, -0.3446], [0.4547, -0.4846, -0.5405], [-0.0160, -0.5249, 0.3928], [-0.1910, -0.0089, 0.0532], [-0.0077, -0.2362, 0.0248], [-0.1441, 0.2444, 0.1270]],
  "lowdin_charge": [0.02, -0.16, -0.15, -0.02, -0.11, -0.16, -0.09, -0.47, 0.13, 0.06, -0.26, 0.21, -0.29, 0.03, 0.01, -0.07, -0.10, -0.23, -0.06, -0.09, -0.08, -0.07, -0.06, 0.09, -0.15, -0.06, -0.10, 0.07, 0.07, 0.10, 0.13, 0.11, 0.12, 0.13, 0.12, 0.11, 0.12, 0.13, 0.12, 0.11, 0.08, 0.11, 0.12, 0.13, 0.12, 0.12, 0.10, 0.11, 0.11, 0.11, 0.12, 0.13, 0.10, 0.09, 0.08, 0.09, 0.08]
}

---

no.,total energy (hartree),strongest force on any atom (eV/A)
1,-4005.95959,3.73
2,-1017.12082,0.56
3,-1204.08624,2.70